C3H8NO3S | the ωB97M-V functional and the def2-TZVPD basis

Values from the calculation:
F_max: 0.0826 Eh/bohr
charge: -1
total energy: -21706.120 eV
Kohn-Sham gap: 5.103 eV
relative energy (zero: lowest compared OMol25 entry of this formula, charge and spin): 5.0876 eV

Bonds (Å) are listed after each position.
Cartesian coordinates (Å):
1 O 1.65 0.66 0.88  C2 1.228
2 C 1.36 -0.22 0.07  O1 1.228, O3 1.222, C4 1.660
3 O 1.91 -1.26 -0.23  C2 1.222
4 C -0.09 0.14 -0.66  C2 1.660, C5 1.584, N7 1.339, H8 1.108
5 C -1.13 0.61 0.44  C4 1.584, S6 1.832, H9 1.098, H10 1.086
6 S -2.20 -0.72 1.09  C5 1.832
7 N -0.04 0.97 -1.72  C4 1.339, H13 1.022
8 H -0.46 -0.87 -0.92  C4 1.108
9 H -0.58 1.10 1.25  C5 1.098
10 H -1.77 1.39 0.03  C5 1.086
11 H 0.95 3.31 0.54  H12 0.738
12 H 1.34 2.70 0.43  H11 0.738
13 H -0.13 0.45 -2.60  N7 1.022
14 H 0.51 -2.66 0.23  O16 0.962
15 H -1.03 -2.49 0.64  O16 0.986
16 O -0.28 -3.12 0.51  H14 0.962, H15 0.986

Computed Mulliken charges, given in elementary charges: -0.55 0.46 -0.65 0.38 -0.68 -0.43 -0.66 0.36 0.26 0.32 0.21 -0.22 0.30 0.35 0.21 -0.64

C3H8NO4 | the ωB97M-V functional and the def2-TZVPD basis

Values from the calculation:
F_max: 0.0590 Eh/bohr
charge: -1
total energy: -12922.003 eV
Kohn-Sham gap: 7.755 eV
relative energy (zero: lowest compared OMol25 entry of this formula, charge and spin): 1.2225 eV

Bonds (Å) are listed after each position.
Cartesian coordinates (Å):
1 C 1.08 -0.89 -0.15  C2 1.597, N4 1.415, H8 1.179, H9 1.075
2 C -0.18 -1.47 -0.95  C1 1.597, O3 1.439, H10 1.157, H11 1.066
3 O -1.35 -1.01 -0.26  C2 1.439, H12 0.999
4 N 0.78 -0.66 1.21  C1 1.415, C5 1.498, H13 1.012
5 C 0.17 0.67 1.52  N4 1.498, O6 1.234, O7 1.256
6 O 0.29 1.08 2.68  C5 1.234
7 O -0.28 1.29 0.52  C5 1.256
8 H 1.33 0.13 -0.68  C1 1.179
9 H 1.99 -1.40 -0.40  C1 1.075
10 H -0.19 -1.03 -2.02  C2 1.157
11 H -0.21 -2.53 -1.04  C2 1.066
12 H -1.19 -0.02 -0.30  O3 0.999
13 H 0.94 -1.35 1.94  N4 1.012
14 H -0.94 0.91 -2.48  O16 0.968
15 H 0.17 1.75 -3.27  O16 0.959
16 O -0.36 0.95 -3.25  H14 0.968, H15 0.959

Computed Mulliken charges, given in elementary charges: -0.46 -0.39 -0.58 -0.13 0.48 -0.75 -0.72 0.15 0.46 0.08 0.34 0.37 0.18 0.35 0.31 -0.67